## P
H14O7 | ωB97M-V/def2-TZVPD

Structure (XYZ):
```
21
Properties=species:S:1:pos:R:3:nbo_charge:R:1
O 0.650 -2.028 1.570 -0.982
H 1.043 -1.142 1.447 0.514
H 0.676 -2.228 2.542 0.490
O -0.806 1.294 -1.433 -0.986
H -0.632 0.639 -2.113 0.508
H -0.299 2.066 -1.717 0.479
O -1.479 -1.566 0.079 -0.989
H -2.223 -2.185 -0.113 0.482
H -0.778 -2.075 0.538 0.515
O -0.193 -1.209 -2.325 -0.999
H 0.478 -1.878 -2.110 0.478
H -0.744 -1.208 -1.486 0.497
O 0.786 0.970 0.916 -0.986
H 0.108 1.678 1.133 0.499
H 0.430 0.770 0.092 0.486
O -2.251 1.314 1.243 -0.974
H -2.280 1.272 0.228 0.495
H -2.264 0.384 1.503 0.480
O 3.386 1.630 -0.383 -0.957
H 3.915 1.684 0.462 0.466
H 2.480 1.817 -0.072 0.483
```

Calculated values
Structure (SMILES): O.O.O.O.O.O.O
E_LUMO: 0.29 eV

=====

## Q
H14O7 | ωB97M-V/def2-TZVPD

Structure (XYZ):
```
21
Properties=species:S:1:pos:R:3:nbo_charge:R:1
O 1.882 1.682 -0.872 -0.976
H 2.407 1.829 -1.623 0.475
H 1.572 0.757 -1.004 0.489
O -0.953 1.612 0.488 -0.958
H -0.376 2.195 -0.190 0.496
H -0.707 0.723 0.067 0.468
O 2.054 -0.034 1.479 -0.963
H 2.372 -0.943 1.386 0.487
H 2.218 0.423 0.608 0.502
O -0.496 -0.982 1.623 -0.998
H -1.086 -0.573 2.287 0.495
H 0.304 -0.351 1.552 0.518
O -0.954 -1.712 -0.879 -1.003
H -1.562 -0.970 -1.062 0.486
H -0.745 -1.587 0.135 0.510
O -3.196 0.489 -0.503 -0.968
H -3.751 0.694 0.242 0.473
H -2.492 1.109 -0.444 0.482
O 1.563 -1.130 -1.178 -0.996
H 1.989 -1.364 -1.991 0.478
H 0.654 -1.344 -1.231 0.503
```

Calculated values
Structure (SMILES): O.O.O.O.O.O.O
E_LUMO: 0.28 eV

=====

Most stable: P (next structure +0.250 eV)

=====

## P
C5H14N3 | ωB97M-V/def2-TZVPD

Structure (XYZ):
```
22
Properties=species:S:1:pos:R:3:nbo_charge:R:1
C 0.575 2.419 1.431 -0.241
N 1.432 3.507 0.951 -0.816
C 1.055 1.205 0.645 -0.215
N 0.166 0.010 0.970 -0.715
H -0.484 2.565 1.323 0.173
H 0.774 2.258 2.494 0.208
H 1.210 3.741 0.009 0.360
H 1.337 4.354 1.473 0.382
H 2.091 0.928 0.861 0.241
H 0.962 1.365 -0.435 0.217
H 0.069 -0.663 0.135 0.473
H 0.511 -0.491 1.790 0.432
H -0.774 0.364 1.207 0.423
C -0.489 -2.673 -0.757 -0.072
C -1.602 -2.962 -0.086 -0.416
C -0.965 -1.013 -2.355 0.033
N -0.290 -1.395 -1.359 -0.512
H 0.375 -3.340 -0.791 0.231
H -2.321 -2.146 -0.001 0.197
H -1.788 -3.930 0.344 0.238
H -0.821 -0.058 -2.878 0.199
H -1.707 -1.699 -2.753 0.180
```

Calculated values
Charge: +1
E_LUMO: -3.01 eV

=====

## Q
C5H14N3 | ωB97M-V/def2-TZVPD

Structure (XYZ):
```
22
Properties=species:S:1:pos:R:3:nbo_charge:R:1
C -1.926 1.426 -1.159 -0.643
C -2.353 0.352 -0.140 -0.250
N -1.489 0.283 1.056 -0.396
N -0.015 0.097 0.817 -0.219
C 0.658 0.078 2.061 -0.496
C 0.643 -0.547 -0.250 0.373
N 1.951 -0.691 -0.259 -0.505
C 2.566 -1.455 -1.239 -0.414
H -1.003 1.381 -1.491 0.198
H -2.487 1.285 -2.110 0.236
H -2.329 2.351 -0.790 0.229
H -2.476 -0.598 -0.687 0.201
H -3.303 0.522 0.297 0.236
H -1.686 1.226 1.445 0.381
H -0.005 0.171 2.936 0.272
H 1.177 -0.877 2.318 0.224
H 1.441 0.888 2.317 0.232
H 0.042 -0.642 -1.128 0.230
H 2.379 -0.430 0.613 0.431
H 3.526 -1.144 -1.269 0.230
H 2.510 -2.485 -1.013 0.222
H 2.179 -1.188 -2.325 0.228
```

Calculated values
Structure (SMILES): CCNN(C)/C=[NH+]/C
Charge: +1
E_LUMO: -3.82 eV

=====

## R
C5H14N3 | ωB97M-V/def2-TZVPD

Structure (XYZ):
```
22
Properties=species:S:1:pos:R:3:nbo_charge:R:1
H 0.535 2.247 0.341 0.358
N 1.060 1.483 0.734 -0.119
N 0.422 1.025 1.732 -0.227
C -1.000 0.788 1.868 -0.295
C -1.603 -0.313 0.885 -0.412
C -0.994 -0.128 -0.614 -0.248
N 0.480 -0.124 -0.708 -0.342
C 1.183 0.368 -1.823 -0.432
C 1.249 -1.288 -0.113 -0.419
H 0.954 0.248 2.273 0.396
H -1.561 1.614 1.540 0.223
H -1.338 0.751 2.913 0.258
H -1.401 -1.281 1.349 0.221
H -2.742 -0.209 0.747 0.265
H -1.406 -0.971 -1.311 0.222
H -1.506 0.818 -1.013 0.231
H 2.231 0.628 -1.481 0.227
H 1.324 -0.505 -2.491 0.205
H 0.689 1.296 -2.369 0.232
H 1.137 -2.142 -0.781 0.233
H 2.198 -1.012 0.205 0.228
H 0.693 -1.526 0.827 0.195
```

Calculated values
Structure (SMILES): [H]/N=[NH+]\CCCN(C)C
Charge: +1
E_LUMO (spin up / spin down): -5.14 / -5.14 eV

=====

## S
C5H14N3 | ωB97M-V/def2-TZVPD

Structure (XYZ):
```
22
Properties=species:S:1:pos:R:3:nbo_charge:R:1
C 1.767 0.787 2.620 -0.639
C 1.417 0.401 1.156 -0.062
N 0.813 -0.990 1.188 -0.899
C 0.500 1.333 0.527 -0.464
C 0.248 0.798 -0.827 -0.199
N -0.750 -0.379 -1.007 -0.532
C -1.601 -0.369 -2.019 0.382
N -2.477 -1.420 -2.085 -0.722
H 1.867 1.919 2.824 0.222
H 0.956 0.635 3.398 0.217
H 2.663 0.447 2.970 0.225
H 2.449 0.099 0.597 0.220
H 1.631 -1.743 1.366 0.394
H 0.200 -1.076 2.000 0.367
H 0.824 2.385 0.513 0.269
H -0.617 1.247 0.956 0.222
H -0.132 1.669 -1.541 0.227
H 1.240 0.325 -1.290 0.228
H -0.795 -1.189 -0.238 0.476
H -1.455 0.344 -2.881 0.249
H -2.650 -1.946 -1.346 0.396
H -3.264 -1.291 -2.733 0.424
```

Calculated values
Structure (SMILES): C[C@@H](N)CC/[NH+]=C/N
Charge: +1
E_LUMO: -3.47 eV

=====

Most stable: P (next structure +0.293 eV)

=====

## P
C5H14N3 | ωB97M-V/def2-TZVPD

Structure (XYZ):
```
22
Properties=species:S:1:pos:R:3:nbo_charge:R:1
C 2.448 0.536 0.270 -0.627
C 1.024 0.605 0.689 -0.380
C 0.021 1.039 -0.464 -0.447
C -1.329 0.411 -0.173 0.124
C -2.290 1.276 0.413 0.296
N -3.505 0.884 0.786 -0.598
N -1.356 -0.835 -0.557 -0.397
N 1.693 -2.765 -1.047 -1.122
H 2.773 1.478 -0.296 0.211
H 3.107 0.545 1.147 0.237
H 2.535 -0.352 -0.361 0.240
H 0.773 1.058 1.644 0.204
H -0.035 2.124 -0.504 0.213
H 0.380 0.593 -1.384 0.253
H -2.071 2.340 0.404 0.251
H -3.599 -0.113 1.045 0.430
H -3.957 1.480 1.480 0.444
H -2.244 -1.306 -0.326 0.334
H 0.780 -2.360 -1.154 0.376
H 1.827 -3.751 -0.898 0.381
H 0.631 -0.395 1.006 0.206
H 2.394 -2.492 -1.722 0.370
```

Calculated values
Charge: +1
E_LUMO: -7.04 eV

=====

## Q
C5H14N3 | ωB97M-V/def2-TZVPD

Structure (XYZ):
```
22
Properties=species:S:1:pos:R:3:nbo_charge:R:1
C 1.737 -0.431 1.207 -0.593
C 0.733 0.147 0.041 -0.108
C 0.886 1.703 -0.059 -0.612
C 1.202 -0.609 -1.263 -0.584
C -0.701 -0.213 0.235 0.575
N -1.010 -1.377 0.929 -0.776
N -1.713 0.416 -0.245 -0.379
N -3.087 0.003 -0.177 -0.650
H 2.031 0.354 1.942 0.240
H 1.195 -1.222 1.656 0.196
H 2.734 -0.678 0.894 0.243
H 1.976 1.871 -0.158 0.248
H 0.415 1.993 -1.034 0.202
H 0.432 2.255 0.788 0.235
H 2.027 -0.096 -1.787 0.245
H 1.506 -1.533 -0.896 0.216
H 0.450 -0.760 -1.967 0.211
H -0.191 -1.995 0.967 0.432
H -2.082 -1.551 0.841 0.460
H -1.580 1.256 -0.741 0.410
H -3.738 0.799 -0.028 0.407
H -3.221 -0.334 -1.146 0.383
```

Calculated values
Structure (SMILES): CC(C)(C)/C(N)=[NH+]/N
Charge: +1
E_LUMO: -3.06 eV

=====

## R
C5H14N3 | ωB97M-V/def2-TZVPD

Structure (XYZ):
```
22
Properties=species:S:1:pos:R:3:nbo_charge:R:1
C -2.793 -0.865 -0.262 -0.404
N -1.523 -0.461 0.448 -0.668
C -1.082 0.876 0.350 -0.233
C -0.040 1.088 -0.777 -0.203
N 1.217 0.339 -0.473 -0.325
C 2.054 1.081 0.370 -0.459
C 1.212 -0.958 -0.487 0.398
N 2.140 -1.722 0.081 -0.720
H -3.470 -1.055 0.514 0.208
H -3.143 -0.097 -0.911 0.204
H -2.591 -1.744 -0.829 0.198
H -1.535 -0.866 1.416 0.390
H -0.612 1.257 1.237 0.208
H -1.787 1.676 0.117 0.204
H -0.246 0.651 -1.740 0.217
H 0.145 2.095 -0.789 0.217
H 1.903 0.895 1.429 0.220
H 3.232 0.997 0.201 0.239
H 1.745 2.119 0.225 0.235
H 0.339 -1.274 -0.972 0.242
H 2.897 -1.398 0.615 0.419
H 1.937 -2.634 0.234 0.416
```

Calculated values
Structure (SMILES): CNCCN(C)C=[NH2+]
Charge: +1
E_LUMO: -3.02 eV

=====

Most stable: R (next structure +0.158 eV)